Entry from the Open Molecules 2025 dataset: C20H60FK2O14P as an isolated structure (wB97M-V/def2-TZVPD).

net charge = -2
LUMO = 3.44 eV
HOMO = 0.12 eV
Kohn-Sham gap = 0.122 Ha
DFT total energy = -3492.5933 a.u.
spin multiplicity = 1
max |F| = 4.71 eV/Å

The geometry in XYZ format:
```
98
Properties=species:S:1:pos:R:3:forces:R:3
K 0.19093 -2.71037 0.36614 0.201 -0.633 -0.428
K 3.73163 -1.51184 -0.85834 -0.360 -0.715 -0.031
F -0.68890 -0.04719 0.04038 -0.207 0.186 -0.109
P 2.47001 -4.50156 -1.17201 0.050 -4.466 -1.480
O 2.52613 -3.49546 -2.29546 -0.011 3.026 -1.612
O 2.64868 -3.73482 0.12661 -0.657 2.518 3.256
O 3.60969 -5.48725 -1.27284 0.970 -0.577 -0.057
O 1.11502 -5.27269 -1.33702 -0.616 1.038 1.207
C 0.51493 -2.53636 4.20699 0.017 0.848 -0.480
C 1.85032 -2.91781 3.48212 -2.516 -0.821 0.486
O 1.44811 -3.96036 2.60508 0.117 0.273 0.923
H 0.34715 -1.47068 4.36272 0.490 0.336 0.208
H 0.34627 -3.01813 5.17008 0.258 -0.244 -0.066
H -0.32251 -2.77766 3.55232 0.095 -0.393 -0.073
H 2.50116 -3.32349 4.25669 0.708 0.358 -0.165
H 2.26682 -2.14111 2.84076 0.296 0.468 0.621
H 2.10665 -3.90648 1.90864 0.592 -0.890 -1.852
C -2.37391 -1.23482 -4.16632 0.014 0.791 -1.261
C -1.06918 -0.58071 -3.64609 -2.416 -1.441 -0.721
O -0.76064 -1.36712 -2.53752 0.978 0.383 0.458
H -2.15447 -2.23732 -4.53367 -0.061 -0.221 0.608
H -2.72444 -0.73414 -5.06885 -0.083 0.403 -0.293
H -3.22014 -1.19505 -3.48043 0.300 -0.272 0.334
H -1.28120 0.45956 -3.39916 0.399 0.197 0.022
H -0.38048 -0.69583 -4.48307 0.647 0.297 0.365
H -0.85478 -0.79218 -1.77451 0.223 0.092 0.837
C 0.40783 2.77593 -1.58228 0.432 -0.684 -0.152
C 1.77946 2.36611 -0.91100 -1.908 0.050 -0.348
O 1.78062 0.96357 -0.60012 0.863 0.702 -0.622
H 0.24197 3.81468 -1.86791 0.490 0.282 0.614
H -0.44292 2.45405 -0.98167 0.185 0.122 0.217
H 0.28994 2.26491 -2.53781 0.284 -0.442 -0.059
H 1.87327 2.83608 0.06800 0.229 0.779 -0.386
H 2.56407 2.59896 -1.63090 0.340 -0.048 0.407
H 0.85341 0.77146 -0.44208 -0.994 -1.025 0.395
C -3.94300 1.96162 -0.36115 0.441 -0.132 0.277
C -3.60248 2.17266 -1.81791 -0.095 0.572 0.503
O -4.33865 3.29533 -2.23890 -0.367 1.033 -0.679
H -4.93897 2.26660 -0.04001 -0.401 -0.587 -0.600
H -3.33076 2.65411 0.21652 0.365 -0.252 0.068
H -3.68129 0.93471 -0.10601 -0.194 0.056 0.440
H -3.82092 1.39205 -2.54663 0.208 -0.675 0.518
H -2.54863 2.45107 -1.81706 0.286 -0.465 -0.402
H -3.96569 3.50542 -3.09819 -0.245 0.395 -0.139
C 0.58326 1.51020 2.96954 2.030 -0.859 1.414
C -0.83903 1.90073 2.85300 0.769 0.212 -1.831
O -0.95052 2.20248 1.43734 -1.028 1.694 1.288
H 0.94011 1.26734 3.97044 -0.579 -0.601 0.520
H 1.31540 2.30064 2.80440 -0.433 0.495 -0.883
H 0.83264 0.65841 2.33680 -0.103 0.036 -0.095
H -0.97999 2.82211 3.41805 -0.634 -0.037 -0.036
H -1.51973 1.09442 3.12618 -0.097 0.161 0.215
H -1.06099 1.40109 0.92047 0.186 -1.312 -0.520
C -0.01828 6.78440 1.72972 -0.093 0.805 1.285
C 0.22099 5.32699 1.42077 -1.233 0.530 -0.538
O -0.90367 4.88341 0.64119 0.917 0.613 0.087
H -0.87741 6.98580 2.36958 -0.312 -0.405 -0.029
H -0.16401 7.42881 0.86276 0.169 -0.407 -0.325
H 0.80807 7.20078 2.30581 0.377 0.031 -0.094
H 0.28710 4.66431 2.28367 0.260 0.335 0.304
H 1.18504 5.34299 0.91237 0.023 -0.771 -0.562
H -1.15622 4.03652 1.01615 -0.052 -0.786 -0.267
C -3.50861 -4.36062 -0.80633 1.191 -0.760 -0.785
C -2.04380 -4.52529 -1.29072 -0.679 0.565 -1.023
O -1.27204 -5.07801 -0.33638 -1.290 -0.535 2.854
H -4.06649 -5.29520 -0.86499 -0.020 -0.152 -0.297
H -3.91647 -3.63342 -1.50841 -0.629 0.261 0.567
H -3.49837 -4.13716 0.26047 -0.035 0.768 -0.150
H -1.64778 -3.56370 -1.61724 -0.127 0.710 0.175
H -1.91782 -5.08438 -2.21790 -0.686 -0.457 -0.397
H -0.36703 -5.17431 -0.64178 2.603 -0.503 -1.112
C 4.12314 2.55663 1.69449 1.466 2.178 0.989
C 4.16726 1.24399 2.41178 -0.369 0.977 0.067
O 3.66648 0.31776 1.53624 -0.176 -2.045 -0.288
H 4.57108 2.61490 0.70250 0.009 -0.569 -0.022
H 4.74506 3.19105 2.32603 0.246 0.624 -0.062
H 3.18951 3.11787 1.65658 -0.390 -0.655 0.068
H 3.57885 1.34526 3.32372 -0.411 -0.141 0.272
H 5.15641 0.98304 2.78805 0.227 -0.169 -0.559
H 2.93129 0.75340 1.09884 -0.580 -0.284 -0.622
C 3.71226 -0.13773 -5.15048 -0.046 0.438 -0.222
C 2.96282 -1.13562 -4.21840 2.033 1.491 -0.789
O 3.90565 -2.06686 -3.73364 0.630 2.485 -1.981
H 4.00020 -0.59517 -6.09703 -0.048 -0.213 -0.021
H 4.60521 0.37740 -4.79638 0.335 -0.611 0.726
H 3.11371 0.74094 -5.39081 -0.717 -0.124 -0.203
H 2.15896 -1.47863 -4.86975 -0.222 -0.855 0.405
H 2.53432 -0.51874 -3.42848 -0.399 -0.165 0.380
H 3.43493 -2.61614 -3.10254 -1.495 -2.536 1.356
C -3.50788 -2.18509 3.63661 -0.585 0.789 -1.340
C -3.31308 -1.54610 2.17644 0.882 -0.929 1.796
O -2.05463 -1.83094 1.58817 -0.342 -0.819 0.938
H -4.41653 -1.72045 4.01944 -0.178 0.369 0.015
H -2.72109 -1.86366 4.31907 0.238 -0.391 -0.192
H -3.77626 -3.23883 3.71208 0.788 -0.186 -0.355
H -3.30331 -0.48554 2.42787 -0.687 0.316 -0.567
H -4.08579 -1.90284 1.49545 -0.405 0.430 0.168
H -1.86305 -1.16772 0.92105 0.353 0.740 -0.468
```
Forces are in eV/Å.